Run i
8
Properties=species:S:1:pos:R:3 method="wB97M-V/def2-TZVPD" homo_lumo_gap_ha="0.257 / 0.257" total_charge=-1
C -0.256 0.214 1.120
N -0.217 0.510 -0.304
N 0.227 -0.339 -1.063
O 0.673 -1.467 -0.847
S 0.393 0.654 -3.350
H -1.168 -0.338 1.364
H 0.604 -0.395 1.423
H -0.256 1.163 1.657


Run ii
8
Properties=species:S:1:pos:R:3 method="wB97M-V/def2-TZVPD" homo_lumo_gap_ha=0.271 total_charge=-1
C -0.139 -0.135 0.117
N -1.471 -0.694 0.130
N -2.410 0.071 -0.084
O -2.190 1.533 -0.250
S -3.968 -0.311 0.033
H 0.587 -0.922 -0.279
H -0.038 0.809 -0.413
H 0.283 0.206 1.124


run ii (69.9 kJ/mol below the next structure)


Run i
85
Properties=species:S:1:pos:R:3 method="wB97M-V/def2-TZVPD" spin_multiplicity=2 homo_lumo_gap_ha="0.215 / 0.224" total_charge=+1
Ir -0.522 -0.678 -0.201
C -2.572 -3.787 1.377
C -2.535 -3.472 -0.069
N -1.838 -2.519 -0.683
C -2.103 -2.638 -2.024
C -2.983 -3.659 -2.229
N -3.232 -4.166 -0.982
C -3.702 -4.234 -3.405
O -3.404 -3.748 -4.579
O -4.514 -5.101 -3.201
C -1.415 -1.731 -2.970
O -1.623 -1.828 -4.177
O -0.637 -0.881 -2.414
H -1.570 -3.763 1.798
H -3.011 -4.771 1.534
H -3.189 -3.050 1.891
H -3.858 -4.945 -0.828
H -2.717 -3.026 -4.543
F -0.463 -4.694 6.149
C -0.683 -3.743 5.256
C 0.357 -3.266 4.475
F 1.583 -3.757 4.627
C 0.120 -2.284 3.527
F 1.149 -1.859 2.793
C -1.151 -1.756 3.317
S -1.569 -0.534 2.140
C -2.175 -2.243 4.136
F -3.417 -1.787 3.959
C -1.960 -3.227 5.081
F -2.968 -3.693 5.807
N 1.265 -0.545 0.538
C 2.436 -0.105 0.713
C 3.415 -0.148 -0.404
C 4.206 0.971 -0.661
C 5.053 0.978 -1.756
C 5.109 -0.124 -2.599
C 4.324 -1.240 -2.343
C 3.470 -1.252 -1.253
C 2.858 0.465 2.009
C 1.911 1.067 2.842
C 2.282 1.531 4.089
C 3.598 1.398 4.515
C 4.540 0.789 3.697
C 4.177 0.327 2.444
H 4.141 1.843 -0.023
H 5.669 1.846 -1.952
H 5.760 -0.111 -3.462
H 4.372 -2.101 -2.994
H 2.857 -2.120 -1.044
H 0.890 1.159 2.493
H 1.548 1.992 4.736
H 3.887 1.767 5.491
H 5.556 0.664 4.045
H 4.905 -0.173 1.819
C 0.336 3.394 -3.017
C 0.624 2.278 -2.013
C 1.368 1.145 -2.718
P -0.868 1.700 -1.053
C -2.477 1.941 -1.969
C -3.060 3.354 -1.928
C -2.429 1.452 -3.424
C -0.809 2.820 0.433
C -2.029 2.638 1.340
C -0.552 4.302 0.161
H 1.287 3.833 -3.322
H -0.282 4.192 -2.610
H -0.143 2.992 -3.907
H 1.271 2.661 -1.215
H 0.758 0.687 -3.492
H 1.651 0.360 -2.021
H 2.273 1.537 -3.185
H -3.150 1.288 -1.398
H -2.450 4.058 -2.492
H -3.211 3.733 -0.921
H -4.037 3.310 -2.411
H -2.156 2.269 -4.088
H -3.420 1.109 -3.720
H -1.729 0.638 -3.583
H 0.067 2.421 0.959
H -2.888 3.191 0.967
H -1.804 3.016 2.337
H -2.312 1.592 1.436
H -1.389 4.780 -0.343
H 0.351 4.470 -0.425
H -0.417 4.801 1.122


Run ii
85
Properties=species:S:1:pos:R:3 method="wB97M-V/def2-TZVPD" spin_multiplicity=2 homo_lumo_gap_ha="0.245 / 0.243" total_charge=+1
Ir 0.208 -0.279 0.628
C 3.823 -1.649 1.346
C 3.558 -0.316 0.749
N 2.367 0.200 0.480
C 2.568 1.431 -0.089
C 3.904 1.673 -0.164
N 4.503 0.563 0.373
C 4.759 2.820 -0.587
O 4.148 3.861 -1.099
O 5.949 2.728 -0.431
C 1.396 2.201 -0.524
O 1.520 3.292 -1.050
O 0.265 1.595 -0.305
H 2.882 -2.181 1.466
H 4.307 -1.550 2.319
H 4.478 -2.232 0.699
H 5.509 0.476 0.432
H 3.160 3.747 -1.146
F -7.004 -0.734 2.595
C -5.866 -0.524 1.954
C -5.230 0.702 2.054
F -5.739 1.654 2.831
C -4.051 0.917 1.368
F -3.466 2.110 1.497
C -3.456 -0.075 0.589
S -1.989 0.235 -0.321
C -4.122 -1.297 0.513
F -3.601 -2.291 -0.200
C -5.309 -1.528 1.182
F -5.905 -2.714 1.108
N 0.319 -2.102 0.139
C 0.941 -2.898 -0.623
C 1.888 -2.342 -1.632
C 3.103 -2.975 -1.887
C 3.965 -2.452 -2.841
C 3.616 -1.306 -3.545
C 2.415 -0.663 -3.278
C 1.558 -1.174 -2.316
C 0.746 -4.363 -0.490
C 0.334 -4.879 0.739
C 0.133 -6.239 0.892
C 0.325 -7.091 -0.190
C 0.719 -6.580 -1.418
C 0.927 -5.218 -1.573
H 3.380 -3.861 -1.331
H 4.903 -2.952 -3.045
H 4.286 -0.911 -4.298
H 2.138 0.225 -3.832
H 0.611 -0.678 -2.118
H 0.188 -4.198 1.570
H -0.178 -6.637 1.848
H 0.149 -8.153 -0.078
H 0.849 -7.243 -2.263
H 1.200 -4.820 -2.542
C 2.283 0.306 3.909
C 0.944 -0.420 4.066
C 1.144 -1.937 3.914
P -0.306 0.109 2.829
C -0.632 1.917 2.902
C -1.347 2.388 4.169
C 0.611 2.778 2.630
C -1.877 -0.695 3.352
C -2.030 -0.834 4.870
C -2.110 -2.044 2.656
H 3.038 -0.203 4.511
H 2.232 1.335 4.253
H 2.613 0.305 2.876
H 0.524 -0.201 5.049
H 1.392 -2.195 2.883
H 0.254 -2.496 4.195
H 1.957 -2.269 4.561
H -1.302 2.047 2.048
H -0.762 2.188 5.069
H -2.334 1.941 4.278
H -1.490 3.467 4.096
H 1.160 2.985 3.547
H 0.299 3.733 2.206
H 1.292 2.311 1.925
H -2.639 -0.002 2.991
H -1.437 -1.659 5.265
H -3.074 -1.047 5.101
H -1.758 0.072 5.409
H -1.476 -2.827 3.073
H -1.909 -1.987 1.590
H -3.146 -2.354 2.797


run ii (157.9 kJ/mol below the next structure)


Run i
7
Properties=species:S:1:pos:R:3 method="wB97M-V/def2-TZVPD" homo_lumo_gap_ha=0.397 smiles=O[Si](O)(Cl)Br
O -0.677 -0.339 1.391
Si 0.311 0.335 -0.127
O -0.561 -0.186 -1.462
Cl 0.853 2.145 0.240
Br 2.030 -1.198 -0.065
H -1.292 0.378 1.578
H -0.664 -1.136 -1.555


Run ii
7
Properties=species:S:1:pos:R:3 method="wB97M-V/def2-TZVPD" homo_lumo_gap_ha=0.387 smiles=O[Si](O)(Cl)Br
O -0.725 -0.792 -1.206
Si -0.084 -0.107 0.092
O 0.044 1.491 0.063
Cl -1.246 -1.145 1.778
Br 1.897 -0.981 0.516
H -0.226 -0.551 -2.058
H 0.339 2.084 0.816


Run iii
7
Properties=species:S:1:pos:R:3 method="wB97M-V/def2-TZVPD" homo_lumo_gap_ha=0.388 smiles="O=[Si](Cl)Br.O"
O 1.758 2.034 0.504
Si 1.889 0.539 0.470
Cl 1.692 -0.661 2.063
Br 2.063 -0.571 -1.339
O -2.489 -0.252 -0.236
H -2.372 -1.176 -0.374
H -2.540 0.087 -1.087


run ii (70.0 kJ/mol below the next structure)


Run i
99
Properties=species:S:1:pos:R:3 method="wB97M-V/def2-TZVPD" spin_multiplicity=2 homo_lumo_gap_ha="0.151 / 0.217" total_charge=-2
Hg -0.039 0.381 -0.203
N -2.082 3.459 -0.922
C -2.162 2.655 -2.026
N -2.993 3.065 -3.000
C -2.966 2.256 -4.072
N -3.781 2.658 -5.123
N -2.265 1.162 -4.251
C -1.458 0.832 -3.194
N -1.387 1.587 -2.063
C -0.660 -0.323 -3.241
C -0.645 -1.185 -4.377
C 0.173 -2.269 -4.404
C 1.015 -2.540 -3.298
C 0.933 -1.695 -2.220
N 0.133 -0.626 -2.155
H -2.835 4.125 -0.862
H -1.867 2.971 -0.059
H -4.563 3.224 -4.838
H -3.979 1.919 -5.777
H -1.297 -0.938 -5.202
H 0.181 -2.921 -5.271
H 1.697 -3.377 -3.278
H 1.542 -1.868 -1.343
Cl 7.999 -0.877 -2.924
C 6.357 -0.436 -2.558
C 5.728 -0.901 -1.406
Cl 6.599 -1.962 -0.336
C 4.435 -0.526 -1.097
Cl 3.657 -1.103 0.336
C 3.677 0.387 -1.900
O 2.544 0.801 -1.580
C 4.339 0.777 -3.113
Cl 3.414 1.718 -4.232
C 5.631 0.395 -3.413
Cl 6.382 0.955 -4.881
S 1.109 0.483 1.952
C -0.149 1.085 3.039
C 0.292 1.481 4.310
C -0.568 1.951 5.283
C -1.928 2.034 5.007
C -2.385 1.651 3.759
C -1.528 1.183 2.755
S -2.244 0.764 1.198
H 1.352 1.402 4.522
H -0.177 2.258 6.246
H -2.626 2.394 5.753
H -3.443 1.703 3.534
Te 1.455 3.345 -1.386
C 1.146 5.375 -0.828
C 0.982 5.726 0.512
C 0.794 7.051 0.881
C 0.758 8.047 -0.087
C 0.910 7.709 -1.423
C 1.104 6.381 -1.789
C 3.448 3.404 -0.702
C 4.469 3.872 -1.522
C 5.797 3.761 -1.125
C 6.110 3.177 0.094
C 5.092 2.723 0.922
C 3.765 2.836 0.529
H 1.002 4.953 1.271
H 0.667 7.303 1.927
H 0.607 9.081 0.200
H 0.879 8.478 -2.185
H 1.224 6.122 -2.834
H 4.228 4.305 -2.485
H 6.584 4.112 -1.781
H 7.146 3.061 0.390
H 5.326 2.255 1.870
H 2.978 2.440 1.160
C -0.351 -6.326 3.300
C -0.776 -6.408 1.837
C -0.709 -5.073 1.110
N -1.706 -4.162 1.633
C -2.197 -3.111 0.949
S -1.745 -2.685 -0.570
N -3.131 -2.370 1.685
C -4.044 -2.839 2.586
O -4.472 -2.172 3.511
C -4.618 -4.233 2.350
C -4.692 -4.798 1.083
C -5.282 -6.044 0.918
C -5.788 -6.725 2.018
C -5.726 -6.153 3.282
C -5.150 -4.900 3.443
H -0.259 -7.318 3.744
H -1.071 -5.775 3.908
H 0.614 -5.825 3.397
H -1.797 -6.795 1.766
H -0.126 -7.109 1.309
H -0.898 -5.190 0.042
H 0.288 -4.627 1.203
H -1.857 -4.165 2.629
H -3.022 -1.339 1.586
H -4.307 -4.263 0.224
H -5.343 -6.481 -0.071
H -6.240 -7.701 1.887
H -6.127 -6.679 4.139
H -5.106 -4.419 4.412


Run ii
99
Properties=species:S:1:pos:R:3 method="wB97M-V/def2-TZVPD" spin_multiplicity=2 homo_lumo_gap_ha="0.124 / 0.199" total_charge=-2
Hg -0.002 0.257 0.344
N 2.907 -1.561 -1.284
C 3.323 -0.273 -1.270
N 4.463 0.012 -1.918
C 4.822 1.294 -1.840
N 6.032 1.631 -2.392
N 4.144 2.267 -1.265
C 3.012 1.885 -0.638
N 2.599 0.602 -0.577
C 2.205 2.909 -0.040
C 2.557 4.264 -0.190
C 1.770 5.233 0.374
C 0.641 4.836 1.098
C 0.359 3.486 1.194
N 1.096 2.539 0.637
H 3.338 -2.139 -1.988
H 1.901 -1.668 -1.168
H 6.395 0.973 -3.062
H 6.133 2.608 -2.607
H 3.443 4.493 -0.759
H 2.010 6.283 0.271
H -0.010 5.555 1.567
H -0.515 3.150 1.736
Cl -0.687 2.368 7.943
C -0.977 1.969 6.290
C 0.068 1.578 5.460
Cl 1.663 1.513 6.108
C -0.147 1.275 4.133
Cl 1.188 0.796 3.152
C -1.441 1.349 3.511
O -1.665 1.128 2.308
C -2.479 1.744 4.423
Cl -4.073 1.851 3.776
C -2.257 2.042 5.748
Cl -3.562 2.540 6.759
S -0.259 -1.060 -1.855
C -0.827 -2.596 -1.221
C -1.168 -3.560 -2.166
C -1.630 -4.808 -1.800
C -1.764 -5.118 -0.457
C -1.432 -4.175 0.494
C -0.957 -2.911 0.147
S -0.568 -1.855 1.482
H -1.060 -3.301 -3.209
H -1.890 -5.532 -2.562
H -2.128 -6.090 -0.148
H -1.538 -4.394 1.547
Te 3.082 -1.187 2.021
C 4.689 -2.619 1.786
C 4.529 -3.791 1.062
C 5.568 -4.697 0.935
C 6.798 -4.428 1.511
C 6.976 -3.254 2.223
C 5.926 -2.361 2.358
C 2.152 -2.423 3.504
C 2.014 -1.975 4.807
C 1.289 -2.709 5.730
C 0.700 -3.902 5.355
C 0.845 -4.360 4.057
C 1.569 -3.624 3.138
H 3.579 -3.991 0.583
H 5.419 -5.615 0.381
H 7.618 -5.127 1.400
H 7.935 -3.039 2.677
H 6.068 -1.448 2.920
H 2.455 -1.033 5.101
H 1.168 -2.337 6.738
H 0.111 -4.464 6.069
H 0.359 -5.276 3.750
H 1.647 -3.966 2.115
C -2.429 0.815 -6.182
C -2.011 2.021 -5.348
C -1.543 1.622 -3.950
N -2.657 1.250 -3.122
C -2.695 1.461 -1.794
S -1.572 2.416 -1.012
N -3.768 0.936 -1.134
C -5.027 0.713 -1.709
O -5.723 -0.237 -1.365
C -5.486 1.742 -2.645
C -4.996 3.060 -2.615
C -5.558 4.035 -3.403
C -6.629 3.742 -4.242
C -7.125 2.444 -4.281
C -6.563 1.459 -3.501
H -2.611 1.106 -7.216
H -3.340 0.369 -5.791
H -1.645 0.061 -6.165
H -2.847 2.719 -5.258
H -1.193 2.540 -5.850
H -1.050 2.462 -3.454
H -0.822 0.794 -4.005
H -3.285 0.545 -3.486
H -3.616 0.622 -0.183
H -4.191 3.321 -1.945
H -5.169 5.044 -3.363
H -7.074 4.517 -4.850
H -7.964 2.211 -4.924
H -6.942 0.446 -3.520


run i (145.1 kJ/mol below the next structure)


Run i
13
Properties=species:S:1:pos:R:3 method="wB97M-V/def2-TZVPD" homo_lumo_gap_ha="0.325 / 0.325"
C 0.739 -0.299 1.277
N -0.565 -1.746 -0.709
C 0.434 0.928 0.898
C -1.163 0.493 -0.984
C 0.422 2.233 0.863
N -1.052 -0.675 -1.156
C -0.037 -2.665 -1.496
N 0.466 -3.529 -2.077
H 0.056 -0.900 1.861
H 1.666 -0.770 0.978
H -1.799 1.325 -1.183
H 0.786 2.807 1.706
H 0.046 2.798 0.021


Run ii
13
Properties=species:S:1:pos:R:3 method="wB97M-V/def2-TZVPD" homo_lumo_gap_ha=0.333 smiles="CC(N)=C(C#N)C#N"
C -0.941 1.167 0.204
C 0.315 0.279 -0.235
N 1.398 0.786 -0.103
C -0.073 -1.085 -0.351
C -1.304 -1.499 -0.251
N -2.435 -1.917 0.042
C 1.182 -1.687 0.141
N 2.136 -2.289 0.156
H -1.763 0.629 0.198
H -1.075 1.474 1.277
H -1.126 2.130 -0.543
H 2.125 0.191 -0.482
H 1.563 1.821 -0.052


Run iii
13
Properties=species:S:1:pos:R:3 method="wB97M-V/def2-TZVPD" homo_lumo_gap_ha=0.352
C 0.093 0.000 1.123
C -0.131 -0.197 -0.356
C -0.079 -0.386 -1.546
C 0.082 -0.831 -2.878
C 0.157 -1.262 -3.979
H -0.346 1.166 3.808
H 0.700 2.220 2.660
H -1.389 1.750 1.008
H 1.358 -1.156 0.837
H 1.075 -1.721 -4.962
N -0.413 1.714 2.760
N -0.963 0.883 1.620
N 1.071 -0.628 1.686


run ii (195.9 kJ/mol below the next structure)


Run i
22
Properties=species:S:1:pos:R:3 method="wB97M-V/def2-TZVPD" homo_lumo_gap_ha="0.243 / 0.243" total_charge=+2
C 0.539 -1.046 -0.172
C -1.871 -1.794 -0.470
C -3.051 -0.029 0.328
C -0.759 -1.034 -0.082
C 1.538 -0.014 -0.330
C -1.551 1.938 0.405
N -3.073 -1.255 -0.190
N 1.344 0.927 -1.259
N 3.159 -1.131 0.942
N 2.759 -0.098 0.223
N -1.954 0.629 0.266
H 1.065 -2.018 -0.118
H -1.718 -2.754 -0.928
H -3.980 0.291 0.719
H -2.513 2.503 0.573
H -0.783 2.088 1.232
H -1.036 2.293 -0.499
H 0.354 0.791 -1.586
H 1.843 1.666 -1.796
H 3.772 -0.769 1.564
H 2.473 -1.843 1.188
H 3.443 0.658 -0.009


Run ii
22
Properties=species:S:1:pos:R:3 method="wB97M-V/def2-TZVPD" homo_lumo_gap_ha=0.270 total_charge=+2 smiles="[H]/N=C(/Cc1c[nH]c[n+]1C)N=[NH2+]"
H -0.345 -2.865 0.387
N -0.388 -1.934 0.367
C -0.717 -1.323 -0.737
C -0.998 0.097 -0.618
C -0.298 0.603 0.562
C -0.674 0.656 1.853
N 0.251 1.394 2.557
C 1.262 1.767 1.755
N 1.070 1.336 0.532
C 1.824 1.703 -0.569
N -0.723 -2.081 -1.842
N -1.266 -3.010 -2.418
H -2.085 0.239 -0.450
H -0.778 0.665 -1.511
H -1.724 0.444 2.329
H 0.176 1.524 3.500
H 2.236 2.313 2.036
H 2.477 0.922 -0.711
H 1.247 1.699 -1.512
H 2.340 2.574 -0.401
H -2.230 -3.237 -2.114
H -0.658 -3.485 -2.997


run ii (190.8 kJ/mol below the next structure)